# 1
Entry from the OMol25 dataset: C25H49GdNOP3 as an isolated structure at a distorted geometry (ωB97M-V/def2-TZVPD).

Positions of all 80 atoms, in Å:
Gd (-0.19212, -0.17629, -0.21563)
P (-0.04357, -2.72661, -1.47558)
P (-0.07969, 2.53409, -1.09599)
N (1.50516, -0.05850, -1.74027)
C (1.62958, -2.56712, -2.23840)
H (2.25749, -3.39910, -1.86401)
H (1.52263, -2.69298, -3.32961)
C (2.35828, -1.23704, -2.00635)
H (3.05694, -1.32542, -1.12705)
H (3.05025, -1.07244, -2.87970)
C (2.34236, 1.16502, -1.83337)
H (3.03606, 1.12532, -2.72131)
H (3.03822, 1.13655, -0.94792)
C (1.59694, 2.50294, -1.87710)
H (1.47602, 2.77693, -2.93866)
H (2.22702, 3.28113, -1.40481)
C (0.13101, 3.44939, 0.52207)
C (-1.08320, 3.23452, 1.45350)
H (-0.78861, 3.45398, 2.49324)
H (-1.47129, 2.19937, 1.45523)
H (-1.91087, 3.91022, 1.18161)
C (-1.18353, 3.47424, -2.23829)
C (-2.59814, 3.60541, -1.65742)
H (-3.26243, 3.95760, -2.45595)
H (-2.63646, 4.33948, -0.84295)
H (-2.99804, 2.65126, -1.29407)
C (-1.17813, -3.50408, -2.70760)
C (-2.58005, -3.70290, -2.11452)
H (-3.26332, -3.96352, -2.93131)
H (-2.97053, -2.79509, -1.63947)
H (-2.60477, -4.52194, -1.38538)
C (0.18295, -3.84800, -0.00665)
C (-1.00224, -3.71485, 0.97829)
H (-0.68356, -4.10106, 1.96190)
H (-1.87575, -4.30050, 0.64650)
H (-1.33583, -2.66999, 1.13334)
C (-2.74425, -0.08742, -0.21493)
C (-0.62934, 4.81028, -2.73377)
H (-0.55646, 5.55610, -1.93496)
H (0.35101, 4.70761, -3.21424)
H (-1.33037, 5.19252, -3.48669)
C (-0.63933, -4.76510, -3.38340)
H (-1.35055, -5.03992, -4.17272)
H (0.33676, -4.60347, -3.85671)
H (-0.56279, -5.61196, -2.69299)
C (0.45943, -5.31842, -0.33631)
H (0.80785, -5.81928, 0.58163)
H (-0.45134, -5.84201, -0.66503)
H (1.24596, -5.44278, -1.09248)
C (0.47193, 4.93394, 0.38035)
H (-0.40472, 5.53580, 0.09653)
H (0.81604, 5.30470, 1.35908)
H (1.28333, 5.10850, -0.33878)
H (1.00786, 2.94713, 0.97475)
H (1.08169, -3.44271, 0.49998)
H (-1.24063, 2.80296, -3.11343)
H (-1.25339, -2.72712, -3.48877)
O (-3.86234, -0.05073, 0.07279)
H (0.48336, -0.03464, -2.18729)
H (-0.69498, -0.03882, -2.10716)
C (2.74625, 0.90640, 2.06857)
P (1.28476, -0.16236, 1.96542)
C (1.96343, -1.72589, 2.60404)
C (0.24606, 0.41428, 3.38524)
C (-0.96199, -0.26930, 3.64708)
C (-1.76942, 0.11464, 4.70796)
C (-1.40153, 1.16443, 5.53729)
C (-0.19725, 1.84567, 5.29702)
C (0.61608, 1.46116, 4.22513)
H (3.46454, 0.56571, 1.31023)
H (3.22069, 0.84959, 3.05821)
H (2.47197, 1.94716, 1.85349)
H (2.46789, -1.53606, 3.56034)
H (1.14607, -2.43921, 2.75730)
H (2.68562, -2.16574, 1.90361)
H (-1.25266, -1.12488, 3.01829)
H (-2.69196, -0.43748, 4.89848)
H (-2.02412, 1.45435, 6.37952)
H (0.11695, 2.65174, 5.94470)
H (1.57508, 1.99066, 4.07633)

## Properties
Gap between HOMO and LUMO (spin up / spin down), eV: 7.604 / 5.906
E_LUMO (spin up / spin down), eV: -6.35 / -7.78
Charge: +2
Spin multiplicity: 8
Energy, eV: -78942.9379
<S²>: 16.05
Molar mass, Da: 629.85
HOMO (spin up / spin down), eV: -13.957 / -13.687



# 2
Entry from the OMol25 dataset: C25H49HgO15S6 as an isolated structure at a distorted geometry (ωB97M-V/def2-TZVPD).

Positions of all 96 atoms, in Å:
Hg (0.22362, -0.35976, -3.74565)
O (-0.70411, -0.85651, 0.17282)
C (-0.40265, -0.57648, -1.08848)
O (-1.25870, -0.18177, -1.90472)
O (0.77736, -0.81676, -1.52106)
H (0.14965, -1.18080, 0.51535)
C (3.89689, 1.09835, 0.02505)
C (2.40896, 1.49859, 0.09860)
C (2.39695, 2.80563, 0.86834)
S (3.89873, 3.70930, 0.38257)
O (4.55731, 4.07890, 1.60207)
O (3.65081, 4.69733, -0.62752)
C (4.77752, 2.27348, -0.31898)
H (4.09810, 0.26745, -0.65436)
H (4.11065, 0.68065, 1.01512)
H (1.90687, 0.68828, 0.62679)
H (1.87841, 1.66467, -0.84022)
H (2.43502, 2.74245, 1.95493)
H (1.59905, 3.52123, 0.65718)
H (5.77609, 2.40258, 0.08878)
H (4.81846, 2.42047, -1.39869)
C (1.28261, -0.91455, 3.43897)
C (2.40256, -1.49664, 4.32680)
C (2.07521, -2.97826, 4.49053)
S (0.31721, -3.04142, 4.78649)
O (0.05199, -2.80958, 6.18068)
O (-0.23870, -4.16193, 4.08189)
C (-0.04843, -1.52566, 3.86588)
H (1.53243, -1.15904, 2.40637)
H (1.22362, 0.17327, 3.51772)
H (2.41740, -0.97424, 5.28266)
H (3.36946, -1.42841, 3.83006)
H (2.63745, -3.53064, 5.23716)
H (2.17404, -3.45611, 3.51211)
H (-0.73372, -0.95092, 4.48452)
H (-0.67138, -1.86106, 3.03439)
C (4.34846, -4.27082, 1.04380)
C (4.67738, -3.29002, -0.09152)
C (3.38512, -2.72410, -0.67964)
S (2.04165, -3.76577, -0.08477)
O (1.30544, -4.34759, -1.17333)
O (1.28538, -3.04334, 0.91890)
C (3.08587, -5.02051, 0.62604)
H (3.99023, -3.67364, 1.89319)
H (5.16586, -4.90952, 1.35632)
H (5.26879, -3.78984, -0.85944)
H (5.29682, -2.48457, 0.30154)
H (3.30562, -2.76049, -1.76495)
H (3.18968, -1.69052, -0.40460)
H (3.34532, -5.73937, -0.15442)
H (2.50009, -5.55781, 1.37075)
C (-1.77586, 4.68270, -1.76213)
C (-3.06085, 4.38324, -2.58524)
C (-2.94593, 3.03248, -3.27116)
S (-1.25579, 3.06512, -3.84689)
O (-1.13914, 3.89925, -4.99844)
O (-0.68455, 1.71404, -3.92551)
C (-0.61403, 3.89251, -2.39363)
H (-1.90241, 4.43173, -0.71878)
H (-1.58034, 5.73706, -1.93820)
H (-3.20212, 5.16264, -3.33606)
H (-3.94059, 4.45206, -1.94627)
H (-3.64451, 2.73904, -4.04622)
H (-2.91332, 2.25451, -2.49808)
H (0.30850, 4.39692, -2.66880)
H (-0.40164, 3.06025, -1.71503)
C (-2.12836, 1.55918, 4.32253)
C (-2.04386, 1.10267, 2.86406)
C (-2.97662, 1.91559, 2.02233)
S (-2.89739, 3.58688, 2.81030)
O (-4.19556, 4.02642, 3.23335)
O (-2.06707, 4.40907, 1.96414)
C (-1.95841, 3.06816, 4.24867)
H (-1.37183, 1.08061, 4.93856)
H (-3.11598, 1.32384, 4.72337)
H (-2.33393, 0.04698, 2.82081)
H (-1.04231, 1.06856, 2.42940)
H (-4.04873, 1.72752, 1.99951)
H (-2.67072, 2.20271, 1.01771)
H (-2.22845, 3.67997, 5.10491)
H (-0.91645, 3.28219, 3.99629)
C (-4.14656, -3.39696, -3.90826)
C (-3.72401, -3.25655, -5.37590)
C (-4.05146, -1.84151, -5.78569)
S (-3.42324, -0.86670, -4.39978)
O (-4.27042, 0.25408, -4.11929)
O (-1.99388, -0.64787, -4.62922)
C (-3.56001, -2.18816, -3.17715)
H (-3.82711, -4.32186, -3.43262)
H (-5.23336, -3.38304, -3.77825)
H (-4.14963, -4.02245, -6.01697)
H (-2.63795, -3.38945, -5.32178)
H (-5.11156, -1.59561, -5.71469)
H (-3.54265, -1.48018, -6.67438)
H (-4.03480, -1.82372, -2.27122)
H (-2.52360, -2.41806, -2.92230)

## Properties
Gap between HOMO and LUMO, eV: 5.824
Energy above the lowest of the compared OMol25 structures with the same formula, charge and spin, kcal/mol: 0.0
E_LUMO, eV: -6.40
Charge: +1
Energy, eV: -126608.6879
Molar mass, Da: 982.64
HOMO, eV: -12.221



# 3
Entry from the OMol25 dataset: a 3-piece molecular cluster, C25H50BBr2N4O8 overall at a distorted geometry (ωB97M-V/def2-TZVPD).

Positions of all 90 atoms, in Å:
C (3.60675, 1.99276, 2.16487)
C (3.53105, 1.58055, 0.59995)
C (4.50365, 0.31009, 0.29149)
C (3.71734, -1.09284, 0.50209)
C (3.79042, -2.01567, -0.80569)
C (3.21891, -1.33736, -2.14031)
C (1.67984, -0.87966, -2.06765)
C (0.75187, -1.84677, -1.12403)
C (-0.69595, -1.88999, -1.80927)
C (-1.95949, -1.81283, -0.80146)
C (-3.01868, -2.89551, -1.43696)
O (-3.60862, -3.78128, -0.71821)
O (-3.35679, -2.86206, -2.78446)
C (-1.66552, -2.27534, 0.70179)
Br (-2.14023, -1.15609, 2.31133)
C (-1.08160, -3.52978, 1.08199)
C (-0.83761, -3.92689, 2.63606)
Br (-0.56900, -4.89928, -0.23352)
N (-2.54209, -0.45993, -0.94851)
C (-3.95374, -0.32337, -0.51583)
B (-5.00671, 0.00672, -1.74296)
O (-6.40947, 0.32209, -1.48428)
O (-4.60021, -0.02742, -3.11816)
C (-1.66407, 0.65535, -0.56223)
C (-1.67288, 1.81880, -1.71571)
N (-2.74044, 2.85976, -1.44536)
N (-1.81586, 1.28199, -3.09312)
N (-0.34484, 2.54771, -1.53387)
H (3.78087, 1.08326, 2.85160)
H (4.46925, 2.72290, 2.37440)
H (2.63606, 2.49759, 2.50537)
H (2.43047, 1.27787, 0.41174)
H (3.74459, 2.47529, -0.07423)
H (5.35874, 0.29992, 1.07069)
H (5.01126, 0.40024, -0.72653)
H (4.15455, -1.71316, 1.37494)
H (2.65187, -0.81975, 0.83060)
H (3.29402, -3.04154, -0.62548)
H (4.90594, -2.25426, -0.99776)
H (3.83779, -0.37908, -2.33048)
H (3.37988, -1.98158, -3.08765)
H (1.29317, -0.84751, -3.15151)
H (1.56106, 0.17993, -1.62654)
H (0.79573, -1.38151, -0.08619)
H (1.21891, -2.88164, -1.20950)
H (-0.75338, -2.88158, -2.40131)
H (-0.76189, -1.06102, -2.58583)
H (-0.18571, -4.87819, 2.71535)
H (-0.23006, -3.09295, 3.12101)
H (-1.83771, -4.13442, 3.15649)
H (-4.34118, -1.16440, 0.17009)
H (-4.03263, 0.62939, 0.14786)
H (-6.89584, 0.44294, -2.32436)
H (-5.36068, 0.00991, -3.73308)
H (-1.99312, 1.22256, 0.39786)
H (-0.56497, 0.41696, -0.39676)
H (-2.48912, 3.66365, -2.05933)
H (-2.54062, 3.18058, -0.47745)
H (-1.98161, 2.11510, -3.69589)
H (-0.87235, 0.95974, -3.38776)
H (-0.49723, 3.51607, -1.22477)
H (0.20538, 2.54027, -2.40051)
O (-1.72776, -2.85853, 5.74077)
C (-2.62667, -2.15657, 6.14395)
O (-2.65849, -1.77932, 7.43831)
C (-3.57162, -0.81269, 7.97488)
C (-4.89818, -1.45472, 8.32805)
C (-3.76335, -1.76725, 5.23999)
H (-3.68133, 0.03938, 7.29950)
H (-3.10700, -0.42615, 8.88535)
H (-5.39036, -1.87269, 7.44753)
H (-5.56965, -0.72408, 8.78499)
H (-4.74714, -2.28053, 9.02736)
H (-4.48181, -2.58783, 5.19631)
H (-3.36280, -1.58283, 4.23840)
H (-4.27003, -0.85146, 5.53932)
O (2.33947, 2.36845, -2.52835)
C (3.03548, 2.84078, -3.39820)
O (4.13221, 2.18207, -3.81556)
C (4.92046, 2.56221, -4.95213)
C (5.93511, 3.62454, -4.57962)
C (2.73975, 4.20357, -3.96224)
H (4.28328, 2.86108, -5.78828)
H (5.44725, 1.66064, -5.27356)
H (5.45114, 4.54026, -4.23314)
H (6.56659, 3.87049, -5.43634)
H (6.57012, 3.27436, -3.76249)
H (3.13983, 4.96300, -3.28827)
H (1.65677, 4.31789, -4.03428)
H (3.13120, 4.36060, -4.96537)

## Properties
Gap between HOMO and LUMO, eV: 5.562
E_LUMO, eV: 1.86
Charge: -1
Energy, eV: -189836.2119
Molar mass, Da: 705.32
HOMO, eV: -3.698



# 4
Entry from the OMol25 dataset: an isolated molecule of C25H50BClNO6PS at a distorted geometry (ωB97M-V/def2-TZVPD).

Positions of all 86 atoms, in Å:
C (2.05783, -4.86139, -0.30565)
C (3.19351, -4.50381, 0.66131)
O (2.66839, -4.38004, 1.97554)
C (3.24141, -3.35270, 2.76112)
C (2.22277, -2.24546, 3.07478)
C (2.87951, -0.85352, 3.04980)
C (1.87153, 0.29700, 2.83958)
C (2.33040, 1.36888, 1.83896)
C (1.80447, 1.27754, 0.40080)
B (0.20044, 1.47292, 0.46987)
O (-0.56519, 1.27337, -0.63177)
O (-0.44124, 1.85076, 1.64764)
C (2.29680, 2.44232, -0.53652)
C (1.72945, 3.84775, -0.32671)
C (0.55798, 4.38152, -1.16732)
C (0.28398, 3.75791, -2.52561)
Cl (-0.99953, 4.41752, -0.21673)
P (4.20487, 2.73971, -0.35153)
N (4.89797, 2.96689, -1.74594)
O (2.22112, 1.89774, -1.83397)
C (2.01668, 0.54877, -1.86646)
O (1.92082, -0.05034, -2.92207)
C (2.02685, 0.01008, -0.42908)
S (3.79300, -0.62545, -0.33953)
C (1.09312, -1.18682, -0.14103)
C (0.08203, -1.56197, -1.24074)
C (-0.98229, -2.47748, -0.64743)
C (-1.77571, -3.27445, -1.67271)
C (-2.55313, -2.42510, -2.68944)
C (-3.84571, -1.82346, -2.11475)
C (-3.73064, -0.35070, -1.64408)
C (-4.04225, -0.16613, -0.15947)
C (-3.65355, 1.24015, 0.33446)
C (-4.76611, 1.97097, 1.05530)
O (-5.93827, 1.92822, 0.27384)
C (-7.03667, 2.49066, 0.94670)
H (1.11929, -4.71964, 0.22012)
H (2.13888, -5.87496, -0.68363)
H (2.07870, -4.18589, -1.15950)
H (3.65353, -3.57302, 0.33015)
H (3.96368, -5.27701, 0.67175)
H (3.58829, -3.78689, 3.70102)
H (4.12877, -2.93407, 2.28540)
H (1.87974, -2.40770, 4.09391)
H (1.38498, -2.30920, 2.38905)
H (3.69189, -0.81080, 2.32875)
H (3.34399, -0.71931, 4.02667)
H (0.88541, -0.10568, 2.63503)
H (1.78124, 0.80146, 3.80019)
H (3.41916, 1.39111, 1.88100)
H (2.01290, 2.33333, 2.23370)
H (-1.39267, 1.75946, -0.56623)
H (-0.38981, 2.79352, 1.82043)
H (1.47062, 3.92069, 0.72887)
H (2.52807, 4.57593, -0.45423)
H (0.74220, 5.43414, -1.34774)
H (-0.27909, 4.47831, -3.11711)
H (1.22544, 3.61124, -3.04554)
H (-0.29600, 2.84640, -2.49029)
H (4.75907, 1.66881, 0.35554)
H (4.36609, 3.85044, 0.50877)
H (5.31524, 3.88854, -1.77671)
H (3.77780, -1.26042, -1.51952)
H (0.53816, -1.05878, 0.78792)
H (1.69714, -2.07633, -0.00023)
H (0.61412, -2.13394, -2.00253)
H (-0.32843, -0.69706, -1.74493)
H (-1.62890, -1.91827, 0.03203)
H (-0.46232, -3.19866, -0.00932)
H (-2.50650, -3.87156, -1.12110)
H (-1.12044, -3.99866, -2.15603)
H (-1.89204, -1.63481, -3.03740)
H (-2.82100, -3.08251, -3.51314)
H (-4.57943, -1.84439, -2.91984)
H (-4.24519, -2.44259, -1.31336)
H (-4.45667, 0.24245, -2.19744)
H (-2.73760, 0.02030, -1.89695)
H (-5.11388, -0.30858, -0.04196)
H (-3.53750, -0.92707, 0.43212)
H (-3.35636, 1.85539, -0.51867)
H (-2.78257, 1.17063, 0.98330)
H (-4.92841, 1.54343, 2.05129)
H (-4.47329, 3.01918, 1.19308)
H (-7.84924, 2.57486, 0.23014)
H (-7.37554, 1.84692, 1.76189)
H (-6.81619, 3.48938, 1.33013)

## Properties
Gap between HOMO and LUMO, eV: 8.821
E_LUMO, eV: 0.23
SMILES: CCOCCCCC[C@]1(B(O)O)[C@@](S)(CCCCCCCCCCOC)C(=O)O[C@]1(C[C@@H](C)Cl)[PH2]=N
Energy, eV: -73834.3911
Molar mass, Da: 569.98
HOMO, eV: -8.591